ORCA calculation (the ωB97M-V functional and the def2-TZVPD basis) on one molecule with the formula C13H11ClO at a distorted geometry.

XYZ file:
```
26
Properties=species:S:1:pos:R:3:forces:R:3
C -0.353 3.572 -1.665 -0.191 -2.155 1.089
C -0.765 3.199 -0.371 -0.983 3.282 0.335
C 0.158 2.659 -2.565 0.932 -0.377 1.083
C -0.740 1.929 0.059 -1.644 -3.309 1.606
C 0.265 1.364 -2.094 -0.940 -0.687 1.242
C -0.299 0.859 -0.844 0.479 1.958 -0.404
C 1.526 -2.238 1.288 0.634 -4.488 -0.332
C 0.913 -1.055 1.268 -0.421 1.155 1.168
C 1.321 0.149 1.616 0.430 3.108 0.976
C 0.422 -3.374 1.153 0.409 1.592 -0.511
C -0.917 -2.555 1.011 -0.929 -0.547 -1.368
C -0.583 -1.084 0.869 1.499 0.779 0.308
C -0.300 -0.520 -0.498 -1.457 0.098 -0.993
O 1.480 1.259 1.976 0.173 -1.760 -0.550
Cl 0.029 -1.725 -1.752 0.074 0.799 0.712
H -0.469 4.539 -1.906 -0.227 3.391 -0.958
H -1.213 4.060 0.305 1.048 -2.013 -1.378
H 0.705 2.946 -3.479 -0.740 -0.111 0.411
H -1.294 1.678 1.079 1.557 0.461 -2.226
H 0.827 0.696 -2.670 0.474 -1.179 -0.863
H 2.603 -2.535 1.396 -1.291 0.798 -0.142
H 0.573 -4.010 0.245 0.085 0.207 1.042
H 0.432 -3.902 2.118 -0.177 -0.438 -0.627
H -1.549 -2.683 0.078 0.906 -0.956 0.925
H -1.604 -2.780 1.831 0.262 0.393 0.103
H -1.168 -0.450 1.550 0.035 -0.001 -0.648
```
Positions in Å, forces in eV/Å.

HOMO level (spin up / spin down)	-6.5 / -6.8	eV
energy above the lowest of the compared OMol25 structures with the same formula, charge and spin	56.1	kcal/mol
frontier orbital gap (spin up / spin down)	0.2191 / 0.2697	hartree


ORCA calculation (the ωB97M-V functional and the def2-TZVPD basis) on C21H30N5O8PPdS3 as an isolated structure at a distorted geometry.

XYZ file:
```
69
Properties=species:S:1:pos:R:3:forces:R:3
Pd -0.314 -0.432 0.252 -0.785 0.417 0.633
N -2.232 1.933 2.263 -0.122 -0.107 -0.110
C -0.976 2.430 2.453 0.440 0.135 -0.114
C -0.709 3.455 3.379 -0.083 -0.040 0.039
C 0.570 3.959 3.452 0.032 -0.054 0.018
C 1.564 3.437 2.632 0.038 0.067 -0.051
C 1.212 2.420 1.759 0.054 0.008 0.123
N -0.015 1.924 1.668 -0.280 0.303 0.279
H -2.900 2.034 3.006 0.023 -0.011 0.037
H -2.260 1.038 1.787 -0.060 -0.111 0.084
H -1.503 3.833 4.012 -0.007 0.033 -0.025
H 0.803 4.756 4.149 -0.040 -0.003 0.023
H 2.579 3.810 2.665 -0.001 -0.014 -0.006
H 1.946 1.952 1.111 -0.029 -0.077 -0.005
O 1.663 -0.312 0.234 0.169 0.133 -0.091
O 1.224 -1.284 1.103 0.169 -0.401 0.320
C 0.835 -4.396 3.096 -0.232 0.290 0.058
C -0.586 -4.245 2.574 0.039 -0.237 -0.028
C -0.688 -4.640 1.108 -0.004 0.232 0.180
O -0.949 -2.862 2.777 0.025 -0.153 -0.231
P -2.412 -2.285 2.420 -0.278 0.106 0.586
S -3.791 -3.640 2.815 0.112 0.257 -0.194
S -2.503 -1.384 0.619 0.181 -0.335 0.168
O -2.439 -1.017 3.426 -0.077 -0.128 0.018
C -2.052 -0.943 4.812 0.255 -0.082 0.034
C -0.541 -0.752 4.924 -0.133 0.002 -0.083
C -2.538 -2.112 5.655 -0.094 0.073 -0.208
H 1.197 -5.411 2.929 -0.036 0.010 0.021
H 0.871 -4.170 4.165 0.044 -0.038 -0.011
H 1.472 -3.687 2.572 0.143 0.043 -0.066
H -1.274 -4.853 3.173 -0.005 0.059 -0.080
H -0.106 -3.932 0.517 0.010 0.008 -0.097
H -1.728 -4.616 0.786 0.003 0.022 -0.093
H -0.295 -5.648 0.960 0.000 -0.009 0.037
H -2.553 -0.033 5.161 0.035 -0.015 -0.087
H -0.031 -1.712 4.865 0.035 0.009 -0.008
H -0.295 -0.268 5.872 0.012 -0.020 0.016
H -0.179 -0.137 4.101 0.027 0.082 0.006
H -2.055 -3.032 5.331 0.003 -0.061 0.045
H -3.612 -2.242 5.539 -0.030 -0.053 0.050
H -2.302 -1.934 6.707 0.044 0.057 -0.029
C -0.356 -2.755 -2.363 0.102 0.056 0.026
O 0.472 -1.620 -2.238 0.136 0.053 0.272
H 0.131 -3.655 -1.966 -0.045 -0.015 0.020
H -0.543 -2.916 -3.427 -0.026 0.023 0.018
H -1.314 -2.626 -1.850 -0.006 -0.024 0.001
H 0.478 -1.328 -1.277 0.213 -0.600 -1.258
O -5.855 6.651 -5.584 0.119 -0.004 0.100
S -5.191 6.572 -4.293 -0.122 0.081 0.056
O -5.926 5.832 -3.285 0.140 0.027 -0.079
O -4.599 7.822 -3.828 -0.104 -0.104 -0.060
C -3.681 5.595 -4.619 -0.037 0.169 -0.011
N -3.023 5.906 -5.737 0.044 0.015 -0.106
C -1.883 5.267 -5.939 -0.078 0.038 0.042
C -1.382 4.321 -5.060 0.073 -0.126 0.064
C -2.145 4.056 -3.927 -0.084 0.342 -0.386
N -3.288 4.710 -3.717 -0.025 -0.262 0.195
C -1.763 3.026 -2.934 -0.019 -0.280 0.320
C -2.723 2.500 -2.072 0.130 0.155 -0.188
C -2.363 1.501 -1.186 -0.091 -0.147 -0.005
N -1.127 1.003 -1.104 0.066 0.259 -0.171
C -0.195 1.532 -1.905 0.036 -0.030 -0.107
C -0.470 2.522 -2.827 -0.045 0.081 -0.047
H -1.353 5.523 -6.853 0.068 -0.054 0.019
H -0.458 3.801 -5.270 -0.020 -0.008 0.003
H -3.733 2.880 -2.120 -0.025 -0.029 0.071
H -3.099 1.058 -0.527 0.022 -0.004 0.037
H 0.803 1.126 -1.804 -0.011 -0.029 -0.006
H 0.336 2.891 -3.448 -0.008 0.019 0.023
```
Positions in Å, forces in eV/Å.

charge	-2
HOMO level	-2.8	eV
energy above the lowest of the compared OMol25 structures with the same formula, charge and spin	0.3	kcal/mol
frontier orbital gap	0.2509	hartree


ORCA calculation (the ωB97M-V functional and the def2-TZVPD basis) on C29H49Cl3N3O3SiZn as an isolated structure at a distorted geometry.

XYZ file:
```
89
Properties=species:S:1:pos:R:3:forces:R:3
C -1.768 3.343 -0.980 -0.040 0.056 -0.137
C -1.934 3.197 0.497 -0.057 0.186 0.346
H -2.644 3.753 -1.476 -0.126 0.054 -0.059
H -1.527 2.382 -1.432 0.031 -0.179 0.030
H -0.925 4.003 -1.200 0.073 0.050 0.031
C -2.920 3.727 1.225 0.263 -0.102 -0.055
C -4.056 4.567 0.750 -0.212 0.114 -0.053
H -2.902 3.556 2.296 0.011 -0.016 0.071
H -4.078 4.692 -0.329 0.014 -0.009 -0.103
H -4.015 5.565 1.194 0.007 0.085 0.024
H -5.016 4.141 1.054 -0.081 -0.042 -0.004
Zn -0.046 -0.367 0.123 0.578 -0.343 1.158
Cl 1.940 0.826 0.063 2.004 1.158 -0.142
Cl -0.480 -0.008 -2.130 -0.170 -0.033 -1.387
H 3.111 -4.901 -0.759 0.107 -0.054 0.044
H 4.310 -3.483 -2.601 0.122 -0.052 0.009
C 2.178 -4.513 -1.169 0.008 0.170 -0.104
C 3.314 -3.159 -2.903 -0.162 -0.052 0.178
N 2.397 -3.221 -1.786 0.478 -0.522 -0.261
H 1.453 -4.400 -0.372 -0.094 0.073 0.089
C 1.765 -2.126 -1.355 -1.479 0.385 1.295
O 0.972 -2.126 -0.399 1.448 -1.122 -1.546
H 3.376 -2.140 -3.272 -0.034 0.110 -0.010
H 1.991 -1.213 -1.903 -0.023 0.219 -0.071
H 1.800 -5.223 -1.905 -0.034 -0.074 -0.068
H 2.973 -3.803 -3.715 -0.013 -0.062 -0.089
H -3.693 1.098 -0.720 0.064 0.173 -0.010
H -4.519 1.131 1.665 0.010 0.148 0.040
C -3.786 0.015 -0.733 0.058 -0.012 0.243
C -4.665 0.055 1.571 0.275 -0.008 -0.190
N -3.709 -0.485 0.629 -0.623 0.069 -0.152
H -2.969 -0.391 -1.315 0.169 -0.041 -0.048
C -2.679 -1.212 1.041 1.259 -0.523 -0.730
O -1.747 -1.619 0.326 -1.697 -0.275 0.789
H -4.531 -0.404 2.546 0.040 -0.056 0.092
H -2.718 -1.467 2.109 -0.137 -0.025 -0.050
H -4.746 -0.264 -1.167 -0.150 -0.045 -0.054
H -5.681 -0.136 1.229 -0.129 -0.029 -0.042
O -1.161 0.988 0.784 -1.281 1.908 0.872
C -0.861 2.313 1.119 -0.313 -1.293 -0.401
C -1.409 1.668 3.501 -0.023 0.202 0.045
C -0.720 2.487 2.613 0.030 0.141 0.119
H -2.018 0.874 3.094 -0.047 0.118 -0.092
C -1.305 1.855 4.872 -0.002 0.082 -0.057
H 0.094 2.606 0.671 0.221 0.167 -0.016
C 0.100 3.485 3.133 -0.064 -0.058 0.099
H -1.860 1.215 5.548 0.015 -0.047 0.027
C -0.494 2.861 5.380 0.015 -0.005 0.014
C 0.216 3.672 4.503 -0.020 -0.008 0.018
H 0.651 4.121 2.451 0.031 0.019 -0.066
H -0.412 3.011 6.449 0.015 -0.004 0.047
H 0.858 4.453 4.888 0.043 0.049 0.039
Si -1.098 -0.336 -7.322 0.149 0.123 0.502
Cl -2.355 1.347 -7.415 0.104 -0.186 -0.100
C -2.143 -1.775 -6.754 0.007 0.088 -0.126
C 0.258 0.055 -6.099 -0.222 -0.015 -0.276
C -0.418 -0.614 -9.038 -0.086 0.002 -0.024
H -2.578 -1.587 -5.774 0.057 0.083 0.092
H -1.543 -2.683 -6.685 0.085 -0.035 0.013
H -2.960 -1.968 -7.447 -0.076 -0.002 -0.109
H -1.217 -0.795 -9.755 -0.096 -0.019 -0.058
H 0.247 -1.478 -9.054 0.045 -0.073 0.054
H 0.149 0.249 -9.384 0.039 0.095 0.024
H -0.148 0.261 -5.111 -0.061 -0.042 0.190
H 0.832 0.926 -6.410 0.038 0.095 -0.080
H 0.948 -0.785 -6.008 0.020 -0.100 0.013
C 4.551 -0.385 3.641 0.174 0.379 1.584
N 4.129 -0.325 2.225 0.607 0.534 0.014
C 5.332 -0.277 1.378 1.166 0.390 -1.078
C 3.241 -1.443 1.777 -1.500 -1.377 -0.561
C 1.965 -1.531 2.596 -1.177 -0.314 1.172
C 2.174 -2.163 3.853 -0.162 0.254 -0.795
C 1.166 -2.310 4.778 0.483 -0.296 0.560
C -0.074 -1.818 4.478 -0.409 0.222 -0.331
C -0.309 -1.235 3.238 3.030 -1.311 0.811
C 0.631 -1.077 2.206 1.709 -0.437 0.162
H 5.062 -1.345 3.873 -0.492 0.623 -0.328
H 3.690 -0.226 4.324 0.405 -0.460 -0.699
H 5.247 0.449 3.882 -0.276 -0.481 -0.592
H 3.621 0.580 2.105 -0.343 -0.732 -0.522
H 5.938 -1.204 1.498 -0.605 0.579 0.080
H 5.056 -0.162 0.309 -0.129 -0.113 0.785
H 5.965 0.597 1.652 -0.500 -0.603 -0.059
H 3.012 -1.327 0.717 0.091 0.671 0.285
H 3.773 -2.421 1.817 0.280 0.818 0.543
H 3.141 -2.563 4.128 0.288 -0.136 -0.124
H 1.351 -2.794 5.728 0.092 -0.074 0.055
H -0.877 -1.908 5.200 -0.126 0.043 0.060
H -1.263 -0.930 3.150 -2.988 1.161 -0.866
```
Positions in Å, forces in eV/Å.

charge	-1
HOMO level	-3.4	eV
energy above the lowest of the compared OMol25 structures with the same formula, charge and spin	10.3	kcal/mol
frontier orbital gap	0.2009	hartree


ORCA calculation (the ωB97M-V functional and the def2-TZVPD basis) on C14H31MgO10S3 as an isolated structure at a distorted geometry.

XYZ file:
```
59
Properties=species:S:1:pos:R:3:forces:R:3
Mg 15.491 -15.868 8.588 -2.690 1.142 1.391
O 13.822 -14.613 10.216 1.156 -1.285 -1.165
H 13.772 -13.711 10.588 0.707 -0.459 -0.640
C 11.157 -13.945 15.665 1.394 -0.393 -2.086
C 11.200 -15.524 15.699 -4.008 3.313 -1.707
C 12.269 -16.289 14.951 0.168 1.190 0.078
O 12.939 -16.854 16.059 0.699 -0.914 0.291
C 12.279 -16.631 17.240 -0.440 -0.410 0.692
O 12.562 -17.094 18.299 0.371 0.143 -0.669
O 11.198 -15.837 17.033 2.076 -1.660 1.439
H 10.656 -13.536 14.788 -0.828 -0.403 0.041
H 12.152 -13.637 15.344 0.554 0.279 0.826
H 10.826 -13.385 16.540 0.060 -0.679 0.112
H 10.205 -15.853 15.401 -0.032 -0.051 -0.653
H 12.923 -15.678 14.328 0.486 0.631 0.726
H 11.927 -16.941 14.147 -0.498 -1.026 0.887
C 14.430 -9.535 12.287 1.088 -0.591 -0.310
C 14.322 -9.133 13.755 -0.005 -0.965 -1.848
C 14.890 -7.816 14.146 2.166 0.017 0.655
O 13.862 -7.182 14.902 2.417 2.147 -0.235
C 12.791 -7.845 14.793 -7.025 -2.472 1.594
O 11.700 -7.670 15.380 3.945 -0.059 -2.126
O 12.961 -8.939 13.958 -1.465 0.670 1.322
H 14.188 -8.772 11.548 -0.355 0.241 0.393
H 13.835 -10.428 12.097 -0.311 0.177 0.136
H 15.439 -9.858 12.028 0.329 0.079 0.190
H 14.727 -9.937 14.369 -0.246 -0.153 0.214
H 15.300 -7.302 13.277 -0.658 0.802 0.142
H 15.712 -7.946 14.850 0.123 0.100 -0.122
C 16.771 -21.514 9.289 -0.995 -0.363 -0.363
S 15.450 -20.343 10.011 0.644 0.775 -0.638
O 15.872 -18.892 9.585 -0.950 -1.837 -0.121
C 13.867 -20.935 9.073 1.312 0.520 -0.163
H 17.658 -21.009 8.906 -0.443 0.497 0.075
H 16.302 -22.112 8.509 -0.032 0.386 -0.357
H 17.120 -22.293 9.968 -0.288 0.500 0.755
H 14.089 -20.944 8.006 -0.043 0.233 0.023
H 13.055 -20.249 9.312 0.319 0.171 0.046
H 13.554 -21.941 9.353 0.481 0.008 0.431
C 16.251 -10.909 5.224 -0.628 -0.142 -1.203
S 15.744 -11.432 6.926 1.857 -0.614 -0.353
O 15.570 -12.954 6.997 0.551 1.386 -0.251
C 17.465 -10.990 7.569 -0.595 -0.151 0.406
H 15.473 -11.087 4.482 -0.459 -0.635 0.387
H 17.142 -11.368 4.795 0.127 -0.356 0.656
H 16.360 -9.839 5.047 0.184 0.286 1.102
H 18.285 -11.392 6.975 -0.363 -0.159 -0.240
H 17.589 -11.328 8.598 -0.327 -0.220 -0.035
H 17.557 -9.905 7.612 -0.252 0.053 -0.271
C 11.927 -17.092 4.110 0.725 0.805 -0.260
S 11.942 -17.143 5.941 0.960 0.817 1.129
O 13.307 -16.955 6.638 -0.343 -0.412 -1.072
C 11.206 -15.528 6.235 -0.420 -0.229 -0.064
H 10.925 -17.319 3.748 -0.051 -0.406 0.418
H 12.665 -17.755 3.659 -0.162 -0.286 0.360
H 12.136 -16.099 3.711 0.215 0.191 0.313
H 10.353 -15.464 5.560 -0.184 0.288 0.284
H 11.899 -14.699 6.093 0.267 -0.334 -0.427
H 10.930 -15.494 7.289 -0.284 -0.181 -0.134
```
Positions in Å, forces in eV/Å.

charge	+1
HOMO level	-11.9	eV
energy above the lowest of the compared OMol25 structures with the same formula, charge and spin	138.6	kcal/mol
frontier orbital gap	0.2152	hartree